Arrangement 1

A 7-piece molecular cluster, C24H50NO13S5 overall, computed with wB97M-V/def2-TZVPD.

Geometry as XYZ:
```
93
Properties=species:S:1:pos:R:3
N 0.88 -0.75 -0.64
H 1.93 -0.57 -0.39
H 0.36 0.09 -0.62
H 0.54 -1.62 -0.17
H 1.11 -0.93 -1.56
C -3.93 -1.04 -1.38
C -2.94 -0.31 -2.31
C -3.41 0.44 -3.56
O -3.21 1.83 -3.31
C -2.34 1.99 -2.27
O -1.73 3.05 -2.04
O -2.29 0.77 -1.57
H -4.37 -1.89 -1.91
H -4.61 -0.36 -0.97
H -3.46 -1.48 -0.55
H -2.07 -1.10 -2.48
H -4.45 0.30 -3.74
H -2.90 -0.14 -4.30
C -3.51 -5.19 2.06
C -3.16 -4.03 3.06
C -1.75 -3.69 2.87
S -1.34 -4.22 1.29
O -0.43 -5.39 1.37
O -0.93 -3.11 0.39
C -2.91 -4.76 0.78
H -4.61 -5.05 1.94
H -2.99 -5.91 2.62
H -3.52 -4.15 4.11
H -3.51 -2.99 2.74
H -1.15 -4.38 3.52
H -1.52 -2.63 3.13
H -2.91 -5.61 0.07
H -3.46 -3.91 0.53
C -3.35 3.26 2.31
C -1.96 3.74 2.78
C -1.20 2.49 3.34
S -1.65 1.07 2.29
O -2.05 -0.01 3.12
O -0.66 0.90 1.34
C -3.21 1.85 1.63
H -3.81 3.77 1.56
H -4.17 3.29 3.02
H -2.06 4.57 3.41
H -1.45 3.91 1.76
H -1.57 2.09 4.35
H -0.17 2.65 3.47
H -4.11 1.17 1.72
H -3.14 1.92 0.56
C 2.59 5.34 0.52
C 1.21 4.84 0.56
C 1.08 3.45 -0.05
S 2.71 2.87 -0.50
O 2.94 3.29 -1.88
O 3.04 1.51 -0.07
C 3.41 4.04 0.55
H 2.76 5.93 1.29
H 2.92 5.99 -0.39
H 0.49 5.54 0.08
H 0.87 4.81 1.70
H 0.40 3.26 -1.00
H 0.96 2.62 0.53
H 4.45 4.16 0.33
H 3.53 3.62 1.57
C 1.13 2.91 -5.82
C 2.46 2.10 -5.76
C 2.12 0.77 -5.19
S 0.80 1.05 -4.07
O 1.35 1.15 -2.77
O -0.16 0.09 -4.34
C 0.23 2.64 -4.69
H 0.57 2.52 -6.72
H 1.28 3.92 -5.89
H 3.04 2.78 -5.07
H 3.10 1.99 -6.80
H 2.95 0.10 -4.96
H 1.67 0.10 -5.85
H 0.14 3.56 -3.86
H -0.73 2.80 -4.98
C 3.83 -4.88 3.65
C 4.48 -3.47 3.62
C 4.57 -3.00 2.14
S 3.26 -3.81 1.27
O 3.88 -4.80 0.41
O 2.31 -2.92 0.72
C 2.66 -4.66 2.77
H 3.30 -5.28 4.55
H 4.56 -5.72 3.45
H 5.23 -3.38 4.24
H 3.87 -2.74 4.19
H 5.38 -3.11 1.61
H 4.28 -2.12 1.95
H 2.24 -5.64 2.41
H 2.01 -4.17 3.15
```

- spin multiplicity = 1
- net charge = +1
- orbital gap (Ha) = 0.3850


Arrangement 2

A 7-piece molecular cluster, C24H50NO13S5 overall, computed with wB97M-V/def2-TZVPD.

Geometry as XYZ:
```
93
Properties=species:S:1:pos:R:3
N 3.90 33.80 2.99
H 3.14 34.17 2.30
H 3.64 33.10 3.60
H 4.54 34.33 3.38
H 4.62 33.28 2.50
C 2.91 34.05 9.06
C 1.93 34.27 7.98
C 2.42 35.01 6.73
O 2.44 34.00 5.71
C 1.88 32.86 6.19
O 1.66 31.84 5.55
O 1.63 33.01 7.47
H 4.08 33.88 8.62
H 2.71 33.18 9.59
H 3.10 34.67 9.86
H 0.97 34.79 8.10
H 3.22 35.58 6.67
H 1.56 35.50 6.30
C 8.47 31.61 0.64
C 7.16 30.91 0.87
C 6.90 30.99 2.35
S 7.77 32.31 3.06
O 8.74 31.76 3.95
O 6.81 33.26 3.52
C 8.55 32.86 1.62
H 8.61 32.18 -0.42
H 9.28 31.04 1.01
H 7.12 29.94 0.66
H 6.43 31.45 0.24
H 7.15 30.03 2.84
H 6.08 31.11 2.81
H 9.46 33.02 1.94
H 8.02 33.60 1.12
C 8.08 38.21 5.84
C 8.04 37.73 4.38
C 7.99 36.20 4.57
S 6.69 36.06 5.83
O 7.07 34.85 6.48
O 5.43 36.16 5.17
C 7.08 37.49 6.66
H 7.80 39.37 6.09
H 8.78 37.82 6.42
H 8.84 38.10 3.91
H 7.04 38.10 3.98
H 8.95 35.75 4.92
H 7.82 35.85 3.75
H 7.44 37.17 7.71
H 6.01 37.90 6.77
C 2.00 39.28 1.82
C 3.15 39.74 2.64
C 3.51 38.54 3.55
S 2.06 37.66 3.77
O 1.40 37.90 5.05
O 2.14 36.31 3.29
C 1.07 38.49 2.64
H 2.22 38.52 1.22
H 1.51 40.11 1.14
H 2.63 40.56 3.18
H 4.10 39.91 2.17
H 3.84 38.79 4.47
H 4.32 38.00 3.02
H 0.43 39.23 3.25
H 0.31 37.97 1.88
C 6.12 31.16 8.70
C 7.23 31.28 7.61
C 6.88 30.12 6.57
S 5.05 30.25 6.42
O 4.58 28.92 6.36
O 4.74 31.13 5.34
C 4.78 31.14 7.86
H 6.11 31.80 9.46
H 6.12 30.21 9.00
H 8.21 31.00 8.24
H 7.35 32.21 7.20
H 7.00 29.18 7.02
H 7.51 30.05 5.79
H 4.04 30.80 8.43
H 4.83 32.08 7.45
C 0.92 29.29 3.64
C 0.47 28.89 2.33
C 1.48 29.36 1.26
S 2.96 29.67 2.11
O 3.05 31.16 2.22
O 4.04 28.96 1.60
C 2.42 29.11 3.69
H 0.39 28.68 4.32
H 0.78 30.41 3.81
H -0.39 29.36 1.90
H 0.36 27.87 2.01
H 0.97 30.11 0.61
H 1.60 28.40 0.55
H 2.95 29.92 4.28
H 2.82 28.09 3.56
```

- spin multiplicity = 1
- net charge = +1
- orbital gap (Ha) = 0.3658


Stability summary: most stable arrangement 1, least stable arrangement 2.


Arrangement 1

One molecule with the formula C2H5N3O, computed with wB97M-V/def2-TZVPD.

Geometry as XYZ:
```
11
Properties=species:S:1:pos:R:3
O 1.59 -0.95 -0.43
C 0.59 -0.52 0.39
C 0.11 0.94 0.08
N -1.29 0.60 -0.33
N -1.61 -0.65 -0.06
N -0.63 -1.33 0.26
H 1.30 -1.70 -0.86
H 0.98 -0.57 1.45
H 0.12 1.76 0.76
H 0.91 1.16 -0.69
H -2.07 1.27 -0.57
```

- spin multiplicity = 1
- SMILES = O[C@H]1CNN=N1
- net charge = 0
- orbital gap (Ha) = 0.3757


Arrangement 2

One molecule with the formula C2H5N3O, computed with wB97M-V/def2-TZVPD.

Geometry as XYZ:
```
11
Properties=species:S:1:pos:R:3
H -3.05 -0.25 0.68
N -1.91 -0.11 0.59
C -1.22 -0.64 -0.40
N 0.23 -0.47 -0.24
O 0.77 -0.44 -1.50
C 0.71 0.41 0.62
N 1.90 0.74 0.38
H 2.37 1.20 1.26
H -1.39 -1.35 -1.27
H 1.56 0.19 -1.68
H 0.04 0.74 1.56
```

- spin multiplicity = 1
- SMILES = [H]/N=C/N(O)/C=N/[H]
- net charge = 0
- orbital gap (Ha) = 0.3596


Arrangement 3

One molecule with the formula C2H5N3O, computed with wB97M-V/def2-TZVPD.

Geometry as XYZ:
```
11
Properties=species:S:1:pos:R:3
H -3.00 -0.44 0.08
N -2.18 0.22 0.13
C -1.08 -0.38 -0.14
N 0.07 0.32 -0.19
O 0.01 1.63 -0.12
C 1.25 -0.26 0.00
N 2.39 0.31 0.06
H 3.09 -0.42 0.10
H -0.87 -1.47 -0.25
H -0.81 1.86 0.33
H 1.14 -1.37 0.00
```

- spin multiplicity = 1
- SMILES = [H]/N=C/N(O)/C=N/[H]
- net charge = 0
- orbital gap (Ha) = 0.3560


Stability summary: most stable arrangement 1, least stable arrangement 2.


Arrangement 1

One molecule with the formula C2H5N3O, computed with wB97M-V/def2-TZVPD.

Geometry as XYZ:
```
11
Properties=species:S:1:pos:R:3
C 1.88 0.56 1.36
N 0.96 0.50 0.41
N -0.25 0.06 0.94
C -1.25 -0.41 0.15
N -1.33 -0.55 -1.16
O -0.13 -0.21 -1.72
H 1.69 0.63 2.42
H 2.75 0.99 0.85
H -0.31 0.02 1.99
H -2.02 -0.85 0.75
H -0.49 -0.13 -2.70
```

- spin multiplicity = 1
- SMILES = C=NN/C=N\O
- net charge = 0
- orbital gap (Ha) = 0.3275


Arrangement 2

One molecule with the formula C2H5N3O, computed with wB97M-V/def2-TZVPD.

Geometry as XYZ:
```
11
Properties=species:S:1:pos:R:3
H 0.18 1.49 -1.12
N -0.60 1.35 -0.51
C -0.54 0.12 -0.20
N -1.52 -0.45 0.48
C 0.56 -0.88 -0.50
N 1.79 -0.50 -0.16
O 1.92 0.64 0.64
H -2.20 0.18 1.13
H -1.21 -1.31 0.89
H 0.59 -1.73 -1.17
H 1.04 1.09 0.52
```

- spin multiplicity = 1
- SMILES = [H]/N=C(N)\C=N/O
- net charge = 0
- orbital gap (Ha) = 0.3895


Stability summary: most stable arrangement 2, least stable arrangement 1.


Arrangement 1

C3H3I3 as an isolated structure, computed with wB97M-V/def2-TZVPD.

Geometry as XYZ:
```
9
Properties=species:S:1:pos:R:3
C 0.07 -0.44 0.10
C 2.21 1.56 0.44
C -1.19 -0.04 -0.50
I 0.14 -2.35 1.10
I 3.04 -0.04 -0.60
I 0.62 1.08 1.63
H -1.94 -0.88 -0.99
H -1.04 0.67 -1.35
H -1.90 0.45 0.16
```

- spin multiplicity = 1
- net charge = 0
- orbital gap (spin up / spin down) (Ha) = 0.2135 / 0.2134


Arrangement 2

C3H3I3 as an isolated structure, computed with wB97M-V/def2-TZVPD.

Geometry as XYZ:
```
9
Properties=species:S:1:pos:R:3
C -0.79 0.52 0.63
C 2.98 0.30 0.51
C -1.08 -0.43 -0.50
I -1.92 2.32 0.67
I 2.94 -1.73 0.70
I 1.19 1.38 0.30
H -2.04 -0.85 -0.34
H -0.22 -1.28 -0.47
H -1.06 -0.22 -1.49
```

- spin multiplicity = 1
- net charge = 0
- orbital gap (spin up / spin down) (Ha) = 0.2012 / 0.2006


Stability summary: most stable arrangement 2, least stable arrangement 1.


Arrangement 1

One molecule with the formula C3H3FO2, computed with wB97M-V/def2-TZVPD.

Geometry as XYZ:
```
9
Properties=species:S:1:pos:R:3
O -2.07 1.73 0.61
C -1.44 0.71 0.43
C -0.04 0.62 0.12
F 0.71 1.73 0.06
C 0.62 -0.66 -0.23
O 1.91 -0.70 -0.53
H -1.92 -0.29 0.49
H 0.02 -1.55 -0.19
H 2.20 -1.60 -0.76
```

- spin multiplicity = 1
- SMILES = O=C/C(F)=C/O
- net charge = 0
- orbital gap (Ha) = 0.3412


Arrangement 2

A 2-piece molecular cluster, C3H3FO2 overall, computed with wB97M-V/def2-TZVPD.

Geometry as XYZ:
```
9
Properties=species:S:1:pos:R:3
C 1.75 0.07 -0.12
C -1.17 -0.13 0.58
C -0.38 0.03 -0.68
O 2.40 -0.75 0.35
O -1.01 -1.20 -0.36
F 2.00 1.32 -0.45
H -0.64 -0.41 1.42
H -2.19 0.34 0.57
H -0.77 0.72 -1.29
```

- spin multiplicity = 1
- net charge = 0
- orbital gap (Ha) = 0.3790


Stability summary: most stable arrangement 1, least stable arrangement 2.


Arrangement 1

A 3-piece molecular cluster, C3H13N2O2S overall, computed with wB97M-V/def2-TZVPD.

Geometry as XYZ:
```
21
Properties=species:S:1:pos:R:3
N -1.15 0.36 -0.09
C -0.26 -0.85 -0.38
C -1.04 -2.12 -0.02
S -2.75 -2.04 -1.11
C 1.10 -0.60 0.43
N 2.05 -1.37 -0.52
H -0.78 1.22 -0.66
H -2.04 0.21 -0.49
H 0.04 -0.85 -1.38
H -0.68 -3.11 -0.41
H -1.41 -2.18 0.94
H 1.29 0.36 0.29
H 1.22 -0.81 1.51
H 2.39 -2.22 -0.29
H 2.77 -0.73 -0.87
H -0.77 1.08 1.94
H 0.50 1.03 2.99
O -0.28 1.57 2.61
H -0.07 3.93 -0.76
H 0.13 3.14 -2.00
O -0.26 3.99 -1.73
```

- spin multiplicity = 1
- net charge = -1
- orbital gap (Ha) = 0.2083


Arrangement 2

A 3-piece molecular cluster, C3H13N2O2S overall, computed with wB97M-V/def2-TZVPD.

Geometry as XYZ:
```
21
Properties=species:S:1:pos:R:3
N 0.17 -0.43 -1.64
C -0.06 -1.17 -0.37
C -0.59 -0.27 0.75
S -2.20 0.48 0.40
C 1.26 -1.80 0.02
N 1.67 -2.81 -0.98
H -0.74 -0.14 -1.99
H 0.62 0.45 -1.41
H -0.79 -1.95 -0.61
H -0.60 -0.84 1.68
H 0.19 0.50 0.88
H 2.00 -1.00 0.13
H 1.17 -2.29 0.99
H 1.56 -2.36 -1.89
H 2.67 -2.98 -0.89
H -0.98 2.15 -0.54
H -0.49 3.48 0.01
O -0.54 2.98 -0.83
H -1.99 2.51 1.58
H -0.86 2.42 2.53
O -1.46 3.08 2.17
```

- spin multiplicity = 1
- net charge = -1
- orbital gap (Ha) = 0.2669


Arrangement 3

A 3-piece molecular cluster, C3H13N2O2S overall, computed with wB97M-V/def2-TZVPD.

Geometry as XYZ:
```
21
Properties=species:S:1:pos:R:3
C 0.71 -0.51 -0.72
C -0.52 -0.41 -1.62
S -0.64 1.25 -2.32
N 0.33 -0.94 0.63
C 1.44 -1.57 1.43
N 2.23 -0.58 2.26
H 1.24 0.49 -0.56
H 1.34 -1.15 -1.26
H -0.38 -0.98 -2.50
H -1.44 -0.73 -1.34
H -0.62 -1.29 0.76
H 1.01 -2.20 2.16
H 2.14 -2.04 0.79
H 1.55 0.16 2.62
H 2.88 -0.07 1.67
H -3.23 -0.82 0.04
H -2.38 -0.62 1.39
O -3.06 -1.13 0.98
H 0.37 2.69 0.17
H 0.13 1.64 1.37
O 0.55 2.45 1.15
```

- spin multiplicity = 1
- net charge = -1
- orbital gap (Ha) = 0.2291


Arrangement 4

A 3-piece molecular cluster, C3H13N2O2S overall, computed with wB97M-V/def2-TZVPD.

Geometry as XYZ:
```
21
Properties=species:S:1:pos:R:3
N 1.16 0.46 0.54
C -0.32 0.67 0.72
C -0.84 1.32 1.98
S 0.47 2.30 2.87
C -0.86 -0.79 0.62
N -2.29 -0.95 0.78
H 1.65 1.35 0.66
H 1.38 -0.04 1.39
H -0.50 1.21 -0.22
H -1.65 2.01 1.71
H -1.29 0.61 2.67
H -0.48 -1.15 -0.34
H -0.27 -1.29 1.38
H -2.54 -1.92 0.85
H -2.82 -0.61 -0.01
H 0.64 -1.17 -3.34
H 0.56 -1.49 -1.88
O 0.53 -1.93 -2.74
H 2.13 1.09 -2.15
H 2.62 -0.32 -2.74
O 2.73 0.65 -2.75
```

- spin multiplicity = 1
- net charge = -1
- orbital gap (Ha) = 0.2107


Stability summary: most stable arrangement 2, least stable arrangement 1.


Arrangement 1

C26H32N2OSeSi2Ta as an isolated structure, computed with wB97M-V/def2-TZVPD.

Geometry as XYZ:
```
65
Properties=species:S:1:pos:R:3
Ta 1.09 0.60 -0.58
C 0.25 1.11 3.70
Si 1.20 0.12 2.45
C 3.00 0.62 2.49
C 0.79 -1.68 2.30
C 0.62 -2.26 3.56
C 0.59 -3.64 3.72
C 0.73 -4.46 2.63
C 0.85 -3.92 1.36
C 0.88 -2.54 1.16
Si 0.57 -1.92 -0.58
C -1.28 -1.90 -0.93
C 1.46 -2.80 -1.97
H 0.79 1.13 4.65
H -0.75 0.71 3.88
H 0.16 2.16 3.39
H 3.35 0.43 3.52
H 3.15 1.69 2.33
H 3.66 0.04 1.83
H 0.52 -1.64 4.45
H 0.47 -4.07 4.71
H 0.73 -5.54 2.75
H 0.90 -4.59 0.51
H -1.61 -2.93 -0.99
H -1.54 -1.42 -1.88
H -1.85 -1.41 -0.12
H 1.05 -3.81 -2.04
H 2.53 -2.89 -1.83
H 1.28 -2.32 -2.94
C -7.10 2.28 -0.25
C -5.66 2.16 -0.58
C -5.21 2.33 -1.91
C -3.89 2.23 -2.23
C -3.47 2.42 -3.66
C -2.94 1.93 -1.17
C -1.65 1.77 -1.59
O -0.60 1.43 -0.83
C -3.40 1.80 0.21
C -2.45 1.57 1.35
C -4.73 1.91 0.45
H -7.73 2.41 -1.13
H -7.25 3.15 0.41
H -7.43 1.41 0.32
H -5.94 2.54 -2.68
H -4.32 2.71 -4.26
H -3.07 1.49 -4.08
H -2.72 3.20 -3.76
H -1.41 1.90 -2.63
H -1.70 2.35 1.39
H -1.92 0.60 1.24
H -2.99 1.56 2.30
H -5.10 1.81 1.47
Se 3.28 2.57 -2.29
N 3.00 0.96 -1.38
C 4.19 0.29 -1.37
C 4.46 -0.99 -0.83
C 5.74 -1.47 -0.92
C 6.81 -0.74 -1.53
C 6.59 0.48 -2.07
C 5.27 1.03 -2.00
N 4.95 2.20 -2.52
H 3.69 -1.59 -0.37
H 5.96 -2.45 -0.52
H 7.79 -1.19 -1.56
H 7.36 1.06 -2.55
```

- spin multiplicity = 1
- net charge = +3
- orbital gap (Ha) = 0.2318


Arrangement 2

C26H32N2OSeSi2Ta as an isolated structure, computed with wB97M-V/def2-TZVPD.

Geometry as XYZ:
```
65
Properties=species:S:1:pos:R:3
Ta -0.26 -0.47 -0.42
C 3.09 0.46 -0.06
Si 1.67 1.26 -0.99
C 1.44 3.06 -0.59
C 1.68 0.61 -2.76
C 2.91 0.46 -3.40
C 3.00 -0.20 -4.62
C 1.87 -0.76 -5.20
C 0.64 -0.63 -4.57
C 0.51 0.08 -3.37
Si -1.22 0.38 -2.70
C -2.47 -0.85 -3.33
C -1.88 2.12 -2.65
H 4.04 0.87 -0.43
H 3.15 -0.62 -0.21
H 3.06 0.67 1.01
H 2.33 3.60 -0.92
H 1.34 3.23 0.48
H 0.58 3.51 -1.09
H 3.81 0.85 -2.95
H 3.96 -0.27 -5.12
H 1.95 -1.28 -6.14
H -0.23 -1.06 -5.05
H -2.78 -0.59 -4.35
H -3.38 -0.86 -2.73
H -2.06 -1.87 -3.37
H -2.06 2.44 -3.68
H -1.22 2.85 -2.19
H -2.84 2.14 -2.13
C -1.63 2.37 7.15
C -1.77 1.98 5.73
C -3.00 2.07 5.07
C -3.15 1.70 3.76
C -4.50 1.83 3.11
C -1.98 1.21 3.04
C -2.19 0.87 1.74
O -1.29 0.43 0.86
C -0.69 1.11 3.73
C 0.55 0.61 3.05
C -0.63 1.50 5.03
H -2.56 2.75 7.57
H -0.85 3.12 7.25
H -1.30 1.51 7.73
H -3.86 2.44 5.61
H -5.21 2.23 3.82
H -4.87 0.86 2.77
H -4.48 2.51 2.26
H -3.18 0.97 1.30
H 0.43 -0.43 2.73
H 1.39 0.65 3.74
H 0.80 1.23 2.18
H 0.31 1.43 5.56
Se -1.05 -3.71 0.10
N 0.13 -2.51 -0.72
C 1.12 -3.26 -1.29
C 2.19 -2.80 -2.07
C 3.08 -3.73 -2.55
C 2.98 -5.13 -2.28
C 1.94 -5.61 -1.55
C 0.99 -4.68 -1.04
N -0.07 -5.06 -0.34
H 2.30 -1.76 -2.33
H 3.90 -3.38 -3.16
H 3.72 -5.80 -2.69
H 1.80 -6.66 -1.34
```

- spin multiplicity = 1
- net charge = +3
- orbital gap (Ha) = 0.2491


Stability summary: most stable arrangement 2, least stable arrangement 1.